(1)
{"formula": "C22H29N2O6", "method": "ωB97M-V/def2-TZVPD", "energy_ha": -1416.41185, "homo_lumo_gap_ev": 8.25, "e_above_lowest_ev": 0.027, "smiles": "COc1ccc(C(=O)N2CC[NH+](Cc3cc(OC)c(O)c(OC)c3)CC2)cc1OC", "total_charge": 1, "e_homo_ev": -10.478, "symbols": ["C", "H", "H", "O", "C", "C", "C", "C", "C", "C", "O", "C", "H", "H", "H", "H", "C", "O", "N", "C", "H", "H", "C", "N", "H", "C", "C", "H", "H", "H", "H", "C", "C", "C", "C", "C", "C", "C", "H", "O", "C", "H", "H", "H", "O", "H", "O", "C", "H", "H", "H", "H", "H", "H", "H", "H", "H", "H", "H"], "positions_angstrom": [[-6.399, -2.260, -2.526], [-7.155, -3.043, -2.520], [-5.519, -2.614, -3.072], [-6.105, -2.017, -1.169], [-5.224, -1.036, -0.841], [-4.513, -0.303, -1.788], [-3.597, 0.666, -1.426], [-3.383, 0.942, -0.079], [-4.114, 0.242, 0.875], [-5.022, -0.752, 0.531], [-5.606, -1.360, 1.588], [-6.742, -2.189, 1.442], [-6.502, -3.120, 0.926], [-7.060, -2.408, 2.461], [-7.548, -1.676, 0.914], [-3.989, 0.468, 1.922], [-2.500, 2.033, 0.368], [-2.763, 2.789, 1.278], [-1.323, 2.209, -0.363], [-0.538, 1.094, -0.823], [-1.190, 0.247, -1.035], [-0.014, 1.372, -1.744], [0.475, 0.689, 0.259], [1.330, 1.844, 0.620], [1.817, 2.136, -0.239], [0.495, 2.978, 1.083], [-0.508, 3.348, -0.010], [-1.170, 4.132, 0.364], [0.008, 3.708, -0.906], [1.136, 3.827, 1.323], [-0.045, 2.673, 1.982], [2.398, 1.462, 1.589], [3.382, 0.536, 0.928], [4.101, 0.991, -0.164], [5.012, 0.176, -0.841], [5.199, -1.134, -0.382], [4.476, -1.584, 0.740], [3.562, -0.765, 1.383], [3.010, -1.119, 2.237], [4.760, -2.872, 1.091], [4.165, -3.414, 2.248], [4.412, -2.825, 3.135], [4.583, -4.413, 2.349], [3.079, -3.487, 2.140], [6.060, -1.991, -0.984], [6.066, -2.820, -0.483], [5.610, 0.768, -1.893], [6.658, 0.123, -2.598], [6.310, -0.785, -3.090], [6.980, 0.846, -3.345], [7.492, -0.117, -1.938], [4.013, 2.007, -0.519], [2.898, 2.379, 1.913], [1.931, 0.993, 2.456], [1.116, -0.123, -0.090], [-0.058, 0.368, 1.157], [-3.090, 1.234, -2.191], [-4.675, -0.489, -2.837], [-6.804, -1.370, -3.016]], "forces_ev_per_a": [[-0.06, -0.07, -0.29], [0.06, 0.06, -0.06], [-0.03, 0.03, 0.03], [0.24, 0.22, 0.43], [-0.05, -0.03, 0.10], [-0.08, -0.11, -0.08], [0.02, 0.08, 0.24], [-0.45, -0.32, -0.11], [0.00, -0.07, -0.17], [0.10, 0.11, -0.08], [0.34, 0.14, -0.11], [-0.44, -0.35, 0.09], [-0.04, 0.11, 0.08], [0.00, 0.02, -0.09], [0.05, -0.03, 0.04], [-0.02, 0.03, 0.14], [0.26, 0.13, -0.16], [-0.12, 0.04, 0.24], [-0.05, 0.23, -0.16], [0.16, -0.26, 0.17], [0.21, 0.04, -0.01], [-0.02, -0.08, -0.01], [-0.54, -0.59, -0.60], [0.19, 0.12, -0.10], [-0.09, -0.07, 0.15], [-0.58, 0.71, -0.02], [-0.14, 0.09, 0.27], [0.23, -0.04, -0.04], [0.03, 0.01, 0.02], [0.11, -0.14, 0.00], [0.12, -0.09, -0.04], [0.69, -0.25, 0.26], [0.09, 0.03, -0.14], [-0.01, -0.19, 0.13], [-0.11, -0.11, 0.09], [-0.06, -0.10, 0.16], [0.05, 0.02, -0.10], [0.02, -0.09, 0.09], [-0.07, -0.09, 0.12], [0.17, 0.51, -0.50], [-0.14, -0.21, 0.32], [0.00, 0.00, -0.05], [-0.07, 0.07, 0.05], [0.05, 0.02, -0.01], [0.02, 0.00, -0.02], [-0.05, 0.06, 0.01], [-0.31, 0.02, 0.28], [0.43, -0.16, -0.37], [0.03, 0.10, 0.03], [0.00, -0.07, 0.06], [-0.05, 0.03, -0.04], [0.03, 0.21, -0.06], [-0.20, 0.02, -0.05], [-0.11, 0.10, -0.09], [0.04, 0.12, 0.09], [0.13, 0.08, 0.04], [0.07, 0.05, -0.09], [-0.06, -0.05, -0.09], [0.03, -0.02, 0.02]]}

---

(2)
{"formula": "C22H29N3O2", "method": "ωB97M-V/def2-TZVPD", "energy_ha": -1170.54793, "homo_lumo_gap_ev": 8.04, "e_above_lowest_ev": 0.024, "smiles": "CC(C)CCNC(=O)c1cn(CC(C)C)c(=O)c2c1c1ccccc1n2C", "total_charge": 0, "e_homo_ev": -7.651, "symbols": ["C", "H", "H", "H", "C", "C", "H", "H", "H", "C", "C", "N", "C", "O", "C", "C", "N", "C", "O", "C", "C", "C", "C", "C", "C", "C", "C", "N", "C", "H", "H", "H", "H", "H", "H", "H", "C", "H", "H", "C", "C", "H", "H", "H", "C", "H", "H", "H", "H", "H", "H", "H", "H", "H", "H", "H"], "positions_angstrom": [[-0.604, -3.213, -5.082], [-0.259, -4.220, -4.854], [-0.500, -3.049, -6.153], [-1.657, -3.144, -4.824], [0.207, -2.178, -4.304], [1.687, -2.302, -4.660], [2.025, -3.325, -4.510], [2.304, -1.653, -4.043], [1.847, -2.040, -5.704], [-0.345, -0.781, -4.596], [0.337, 0.363, -3.839], [0.283, 0.212, -2.397], [-0.882, 0.268, -1.713], [-1.967, 0.354, -2.260], [-0.746, 0.320, -0.230], [-1.699, 1.060, 0.407], [-1.696, 1.337, 1.731], [-0.702, 0.900, 2.598], [-0.727, 1.204, 3.787], [0.284, 0.076, 1.952], [0.279, -0.241, 0.586], [1.370, -1.148, 0.385], [1.850, -1.899, -0.690], [2.948, -2.708, -0.506], [3.586, -2.799, 0.734], [3.118, -2.102, 1.824], [2.003, -1.287, 1.648], [1.337, -0.543, 2.575], [1.685, -0.465, 3.967], [1.658, -1.460, 4.419], [2.689, -0.051, 4.083], [0.967, 0.179, 4.469], [3.594, -2.190, 2.789], [4.448, -3.441, 0.838], [3.322, -3.292, -1.334], [1.356, -1.874, -1.647], [-2.748, 2.178, 2.271], [-3.715, 1.785, 1.946], [-2.675, 2.106, 3.359], [-2.607, 3.646, 1.845], [-1.261, 4.210, 2.292], [-0.440, 3.689, 1.804], [-1.191, 5.266, 2.042], [-1.144, 4.098, 3.368], [-3.757, 4.452, 2.442], [-3.717, 4.419, 3.528], [-3.694, 5.490, 2.127], [-4.716, 4.054, 2.119], [-2.666, 3.702, 0.752], [-2.516, 1.472, -0.167], [1.146, 0.246, -1.881], [1.386, 0.447, -4.126], [-0.175, 1.294, -4.114], [-1.404, -0.763, -4.335], [-0.253, -0.572, -5.664], [0.077, -2.385, -3.236]], "forces_ev_per_a": [[0.09, 0.11, 0.26], [0.00, -0.13, -0.02], [0.00, 0.00, -0.16], [-0.14, -0.03, -0.02], [-0.03, 0.06, -0.28], [-0.26, -0.01, 0.24], [0.11, -0.09, 0.00], [0.16, 0.08, 0.04], [0.06, 0.04, -0.15], [0.14, -0.07, 0.32], [-0.39, -0.03, -0.31], [0.27, -0.07, -0.03], [0.20, 0.07, 0.24], [-0.23, 0.08, -0.21], [-0.58, 0.24, 0.37], [0.25, -0.30, -0.79], [0.26, -0.26, 0.11], [-0.09, 0.05, 0.10], [0.07, 0.03, 0.14], [0.00, -0.09, -0.77], [-0.18, 0.32, 0.70], [0.27, -0.08, 0.33], [0.08, -0.12, -0.02], [-0.01, -0.04, -0.22], [0.00, 0.03, 0.14], [0.11, -0.05, 0.12], [-0.12, 0.01, -0.48], [-0.08, 0.01, -0.07], [0.15, 0.01, 0.52], [0.02, 0.02, 0.00], [-0.01, -0.03, 0.01], [0.13, -0.11, -0.04], [0.06, -0.01, 0.10], [0.07, -0.04, 0.03], [0.02, -0.05, -0.08], [-0.02, 0.00, -0.09], [-0.34, 0.49, 0.16], [0.07, -0.04, 0.03], [-0.11, -0.01, -0.18], [0.05, -0.05, 0.22], [-0.15, -0.10, -0.16], [0.14, -0.01, 0.00], [0.04, 0.10, -0.03], [0.04, 0.00, 0.14], [0.14, -0.18, -0.22], [-0.02, 0.02, 0.16], [-0.03, 0.11, 0.00], [-0.16, 0.00, 0.01], [-0.02, -0.02, 0.02], [-0.04, 0.05, -0.01], [-0.08, 0.06, 0.04], [-0.03, 0.04, 0.05], [0.15, -0.05, 0.01], [0.00, 0.03, -0.11], [-0.02, -0.01, -0.10], [0.00, 0.02, -0.02]]}

---

(3)
{"formula": "C22H29N3O3", "method": "ωB97M-V/def2-TZVPD", "energy_ha": -1245.76712, "homo_lumo_gap_ev": 8.05, "e_above_lowest_ev": 0.173, "smiles": "CCOCCCNC(=O)c1cn(CC(C)C)c(=O)c2c1c1ccccc1n2C", "total_charge": 0, "e_homo_ev": -7.657, "symbols": ["C", "C", "O", "C", "C", "C", "N", "C", "O", "C", "C", "N", "C", "O", "C", "C", "C", "C", "C", "C", "C", "C", "N", "C", "H", "H", "H", "H", "H", "H", "H", "C", "H", "H", "C", "C", "H", "H", "H", "C", "H", "H", "H", "H", "H", "H", "H", "H", "H", "H", "H", "H", "H", "H", "H", "H", "H"], "positions_angstrom": [[4.559, -2.207, 1.995], [4.748, -3.723, 2.037], [3.705, -4.487, 1.468], [3.566, -4.441, 0.069], [2.628, -3.332, -0.431], [1.302, -3.375, 0.334], [0.488, -2.204, 0.106], [0.552, -1.120, 0.912], [1.256, -1.070, 1.904], [-0.395, -0.029, 0.549], [-1.070, 0.563, 1.574], [-2.039, 1.494, 1.402], [-2.462, 1.939, 0.155], [-3.375, 2.755, 0.062], [-1.725, 1.357, -0.934], [-0.697, 0.420, -0.767], [-0.160, 0.177, -2.070], [0.915, -0.561, -2.569], [1.160, -0.546, -3.924], [0.361, 0.195, -4.799], [-0.685, 0.960, -4.335], [-0.935, 0.959, -2.965], [-1.872, 1.658, -2.263], [-2.822, 2.570, -2.839], [-3.482, 2.042, -3.532], [-2.304, 3.365, -3.380], [-3.415, 3.004, -2.036], [-1.287, 1.550, -5.009], [0.581, 0.177, -5.856], [1.989, -1.111, -4.322], [1.561, -1.113, -1.906], [-2.675, 2.095, 2.557], [-2.619, 1.399, 3.396], [-3.723, 2.269, 2.295], [-2.030, 3.437, 2.936], [-0.582, 3.248, 3.379], [-0.533, 2.616, 4.264], [0.014, 2.789, 2.594], [-0.137, 4.210, 3.623], [-2.850, 4.096, 4.041], [-3.873, 4.262, 3.713], [-2.416, 5.055, 4.311], [-2.869, 3.466, 4.929], [-2.054, 4.078, 2.049], [-0.856, 0.274, 2.591], [-0.090, -2.171, -0.718], [1.529, -3.408, 1.403], [0.732, -4.266, 0.062], [3.084, -2.356, -0.272], [2.464, -3.472, -1.502], [3.141, -5.412, -0.208], [4.549, -4.342, -0.414], [4.774, -4.058, 3.077], [5.705, -3.992, 1.560], [5.235, -1.745, 2.711], [4.789, -1.807, 1.010], [3.538, -1.940, 2.258]], "forces_ev_per_a": [[-0.06, -0.37, -0.07], [0.21, 0.15, 0.18], [-0.18, 0.01, 0.03], [-0.07, 0.04, -0.29], [0.02, -0.25, 0.43], [0.38, 0.00, 0.08], [-0.09, -0.16, -0.24], [-0.34, 0.00, -0.15], [0.19, 0.01, 0.29], [-0.17, 0.47, 0.47], [0.61, -0.68, -0.22], [-0.01, -0.05, -0.29], [-0.09, -0.01, 0.04], [-0.09, 0.16, -0.02], [0.53, -0.55, 0.17], [-0.61, 0.48, 0.18], [-0.20, 0.18, -0.34], [0.06, 0.02, -0.10], [0.17, -0.15, 0.04], [-0.10, 0.09, -0.02], [-0.07, 0.08, -0.14], [0.32, -0.34, 0.21], [0.04, -0.01, 0.09], [-0.33, 0.33, -0.24], [0.02, 0.02, 0.00], [-0.02, -0.01, -0.01], [0.07, -0.04, -0.15], [-0.06, 0.06, -0.08], [0.00, 0.02, -0.09], [0.07, -0.05, -0.02], [0.06, -0.06, 0.03], [-0.31, 0.60, 0.18], [0.02, -0.03, -0.05], [0.13, -0.11, 0.11], [-0.01, -0.15, 0.16], [-0.20, 0.08, -0.21], [0.04, -0.09, 0.14], [0.14, -0.03, -0.02], [0.09, 0.07, 0.04], [0.08, -0.07, -0.30], [-0.15, 0.04, 0.02], [0.01, 0.10, 0.08], [-0.02, -0.06, 0.16], [-0.04, -0.06, 0.01], [-0.01, 0.02, 0.07], [-0.06, 0.07, 0.11], [-0.12, -0.09, -0.17], [0.00, 0.02, 0.07], [0.00, 0.05, -0.06], [0.02, 0.04, -0.06], [0.10, 0.07, -0.07], [-0.05, -0.07, 0.02], [0.11, 0.05, -0.10], [-0.09, -0.04, 0.09], [0.11, 0.07, 0.06], [0.00, 0.10, -0.07], [-0.08, 0.06, 0.03]]}